# 1
This record from the OMol25 dataset describes a molecular structure, C33H49BrCl3CrO4Se2Si. The level of theory is ωB97M-V/def2-TZVPD.

```
94
Properties=species:S:1:pos:R:3:forces:R:3
Cr -0.5277 -1.1595 -1.7746 0.1 0.1 0.5
C 3.0983 5.5736 -0.2123 0.0 0.0 0.0
C 2.3546 4.5666 0.6746 0.0 0.0 0.0
C 3.2752 4.1368 1.8238 0.0 0.0 0.0
C 1.1410 5.2747 1.2787 0.0 0.0 0.0
C 1.9523 3.3462 -0.1453 -0.1 0.0 0.0
C 0.6432 2.9131 -0.2782 0.0 0.0 -0.1
C 0.3540 1.7609 -0.9886 0.0 0.0 0.0
Se -1.4569 1.2336 -1.3104 -0.1 0.1 -0.1
C -2.1559 0.4951 0.3149 0.0 0.0 0.0
C -2.3977 1.2620 1.4344 0.0 0.0 0.0
C -3.0193 0.7133 2.5499 0.0 0.0 -0.1
C -3.4577 -0.6075 2.4390 0.0 0.0 0.0
C -3.2443 -1.4070 1.3212 -0.1 0.0 0.1
C -2.5173 -0.8685 0.2299 0.0 0.0 0.0
O -2.2171 -1.5978 -0.8074 0.1 0.0 -0.2
C -3.7663 -2.8442 1.2375 0.0 0.0 0.0
C -4.5699 -3.2427 2.4784 0.0 0.0 0.0
C -2.6041 -3.8359 1.0922 0.0 0.0 0.0
C -4.6981 -2.9762 0.0227 0.0 0.0 0.0
C -3.2356 1.5674 3.7962 0.0 0.0 0.0
C -3.7678 0.7461 4.9711 0.0 0.0 0.0
C -1.9058 2.1993 4.2315 0.0 0.0 0.0
C -4.2425 2.6841 3.4876 0.0 0.0 0.0
C 1.3369 0.9776 -1.6388 0.1 -0.1 -0.1
O 1.0217 -0.0835 -2.3276 -0.1 0.0 0.0
C 2.6816 1.4336 -1.5258 0.0 0.0 0.0
C 2.9255 2.5840 -0.7920 0.1 0.0 0.1
C 3.8950 0.7380 -2.1624 0.0 0.0 0.0
C 4.9308 0.4299 -1.0685 0.0 0.0 0.0
C 3.5833 -0.5822 -2.8740 0.0 0.0 -0.1
C 4.5271 1.6827 -3.1971 0.0 0.0 0.0
H 3.3707 6.4634 0.3638 0.0 0.0 0.0
H 4.0140 5.1463 -0.6242 0.0 0.0 0.0
H 2.4693 5.8815 -1.0497 0.0 0.0 0.0
H 3.5842 5.0039 2.4158 0.0 0.0 0.0
H 2.7683 3.4291 2.4821 0.0 0.0 0.0
H 4.1723 3.6433 1.4466 0.0 0.0 0.0
H 1.4709 6.1481 1.8475 0.0 0.0 0.0
H 0.4495 5.6143 0.5051 0.0 0.0 0.0
H 0.5917 4.6215 1.9595 0.0 0.0 0.0
H -0.1770 3.4588 0.1696 0.0 0.0 0.0
H -2.0853 2.3012 1.4294 0.0 0.0 0.0
H -3.9803 -1.0435 3.2770 0.0 0.0 0.0
H -3.9628 -3.2119 3.3865 0.0 0.0 0.0
H -5.4429 -2.6017 2.6260 0.0 0.0 0.0
H -4.9250 -4.2684 2.3505 0.0 0.0 0.0
H -1.9405 -3.7791 1.9559 0.0 0.0 0.1
H -2.9994 -4.8551 1.0336 0.0 0.0 0.0
H -2.0142 -3.6380 0.1991 0.0 0.0 0.0
H -5.5499 -2.2969 0.1207 0.0 0.0 0.0
H -4.1651 -2.7419 -0.8961 0.0 0.0 0.0
H -5.0817 -3.9990 -0.0417 0.0 0.0 0.0
H -3.1027 -0.0866 5.2042 0.0 0.0 0.0
H -3.8430 1.3829 5.8568 0.0 0.0 0.0
H -4.7606 0.3402 4.7677 0.0 0.0 0.0
H -1.1644 1.4278 4.4479 0.0 0.0 0.0
H -1.4907 2.8398 3.4530 0.0 0.0 0.0
H -2.0511 2.8105 5.1274 0.0 0.0 0.0
H -5.1937 2.2612 3.1593 0.0 0.0 0.0
H -4.4222 3.3061 4.3705 0.0 0.0 0.0
H -3.8717 3.3258 2.6873 0.0 0.0 0.0
H 3.9604 2.9009 -0.6990 0.0 0.0 0.0
H 4.4964 -0.2340 -0.3227 0.0 -0.1 0.0
H 5.7977 -0.0663 -1.5160 0.0 0.0 0.0
H 5.2861 1.3327 -0.5654 0.0 0.0 0.0
H 3.1258 -1.3041 -2.2009 0.0 0.0 0.0
H 2.9048 -0.4449 -3.7158 0.1 0.0 0.1
H 4.5304 -0.9864 -3.2489 0.0 0.0 0.0
H 4.8042 2.6457 -2.7644 0.0 0.0 0.0
H 5.4282 1.2227 -3.6119 0.0 0.0 0.0
H 3.8309 1.8705 -4.0175 0.0 0.0 0.0
C -0.9890 -4.7885 -4.8065 -0.1 -0.1 -0.1
Si 0.5712 -4.2630 -3.9117 -0.1 0.2 -0.2
C 1.6434 -5.7995 -3.7424 0.1 -0.1 0.0
C 1.4637 -3.0485 -5.0160 0.1 0.1 -0.1
Se 0.2201 -3.5203 -1.8531 0.1 -0.2 0.4
H -0.7479 -5.3318 -5.7272 0.0 0.0 0.0
H -1.5810 -3.9087 -5.0544 0.0 0.0 0.0
H -1.5975 -5.4306 -4.1672 0.0 -0.1 0.0
H 1.9724 -6.1673 -4.7186 0.0 0.0 0.0
H 1.0820 -6.5924 -3.2441 0.0 0.0 0.0
H 2.5221 -5.5769 -3.1354 0.0 0.0 0.0
H 1.7831 -3.5272 -5.9475 0.0 0.0 0.0
H 2.3377 -2.6339 -4.5125 0.1 0.0 0.0
H 0.7942 -2.2198 -5.2538 0.1 0.0 0.0
Br -1.4961 -1.1791 -4.0368 -0.3 0.2 -0.2
Cl 2.7699 -1.4642 3.0449 0.0 0.0 0.0
C 1.3194 -0.8945 2.1892 0.0 0.0 0.2
Cl 1.2492 0.8836 2.3277 0.0 -0.1 0.0
Cl -0.1129 -1.5942 2.9695 0.1 0.1 0.0
C 1.3682 -1.2404 0.6397 -0.1 0.0 0.2
O 2.4246 -1.5999 0.1775 0.3 0.0 -0.1
O 0.2354 -1.0368 0.1299 -0.2 -0.1 -0.4
```
Forces are in eV/Å.

energy relative to the best compared isomer or geometry (same formula, charge and spin) = 0.9 kcal/mol
Kohn-Sham gap (spin up / spin down) = 6.11 / 6.23 eV
E_HOMO (spin up / spin down) = -0.0756 / -0.0798 hartree
molecular weight = 934.016 g/mol
LUMO energy (spin up / spin down) = 4.05 / 4.05 eV
spin multiplicity = 4
calculated total energy = -317817.42525 eV
total charge = -2

Just the Löwdin charges please, in e? Sure, here they are: 0.14 -0.06 -0.56 -0.05 -0.07 -0.21 -0.10 -0.40 1.19 -0.39 -0.08 -0.20 -0.01 -0.10 -0.40 -0.28 -0.53 -0.08 -0.04 -0.04 -0.56 -0.07 -0.06 -0.06 -0.37 -0.27 -0.07 -0.01 -0.52 -0.05 -0.06 -0.06 0.07 0.07 0.09 0.08 0.06 0.08 0.08 0.08 0.08 0.09 0.10 0.08 0.08 0.08 0.07 0.07 0.08 0.04 0.08 0.08 0.08 0.09 0.08 0.08 0.07 0.07 0.08 0.08 0.07 0.08 0.10 0.08 0.08 0.07 0.08 0.08 0.08 0.07 0.07 0.09 -0.25 0.03 -0.26 -0.24 0.45 0.02 -0.03 0.02 0.01 0.01 0.02 0.02 0.01 -0.03 0.11 0.56 -1.43 0.65 0.64 -0.79 0.02 -0.19

---

# 2
This record from the OMol25 dataset describes a molecular structure, C33H49ClMoO4P4S. The level of theory is ωB97M-V/def2-TZVPD.

```
93
Properties=species:S:1:pos:R:3:forces:R:3
P 1.9612 1.2903 -4.1767 -0.4 -0.7 0.9
C 3.5378 1.4913 -3.4054 0.7 0.0 0.1
C 4.6576 0.9068 -4.0580 -0.1 0.4 0.1
H 4.5059 0.0764 -4.7564 0.1 0.5 0.1
C 5.9251 1.4425 -3.8285 0.0 -0.1 0.2
H 6.8009 1.0743 -4.3739 -0.5 0.1 0.2
C 6.0875 2.4730 -2.8894 -0.1 -0.4 -0.3
H 7.0754 2.9191 -2.7548 -0.3 -0.2 0.0
C 5.0067 2.9133 -2.1244 0.1 0.1 0.3
H 5.1853 3.6482 -1.3375 -0.2 -0.2 -0.2
C 3.7253 2.4380 -2.3738 -0.1 0.0 -0.5
H 2.8581 2.7969 -1.8097 0.4 0.1 -0.3
C 1.1049 -0.2162 -3.7106 0.0 -0.3 -0.3
C 1.7648 -1.1934 -2.9269 0.1 0.1 -0.3
H 2.6221 -0.9006 -2.3131 -0.2 -0.2 -0.3
C 1.3555 -2.5243 -2.9863 0.0 0.0 0.2
H 1.8816 -3.2807 -2.4049 0.0 0.2 -0.1
C 0.2939 -2.9159 -3.8095 0.2 0.3 0.1
H 0.0405 -3.9745 -3.9226 0.1 0.4 0.1
C -0.4262 -1.9371 -4.4988 -0.3 0.1 0.0
H -1.2783 -2.2395 -5.1082 0.2 0.2 0.1
C -0.0551 -0.5952 -4.4346 0.2 0.0 0.0
H -0.6210 0.1638 -4.9823 0.2 -0.3 0.0
C 0.8992 2.7099 -4.2563 -0.5 0.5 -0.3
C 0.9490 3.5378 -5.4052 0.0 -0.4 0.4
H 1.7718 3.3953 -6.1034 -0.3 0.1 0.0
C -0.0490 4.4819 -5.6264 -0.1 0.3 0.1
H -0.0455 5.1269 -6.5063 0.2 -0.3 0.2
C -1.0846 4.6501 -4.7008 0.4 -0.2 0.0
H -1.8618 5.4014 -4.8710 0.3 -0.3 0.0
C -1.0944 3.8755 -3.5400 -0.1 0.0 0.4
H -1.8720 4.0321 -2.7892 0.2 0.0 -0.2
C -0.1207 2.9057 -3.3079 -0.1 -0.1 -0.2
H -0.1506 2.2995 -2.3954 0.0 0.2 -0.4
Mo 0.1924 0.4996 1.9145 1.0 -2.9 -0.1
C -1.2376 -1.0834 1.7088 -0.8 -0.5 -0.8
C -1.8138 -1.3252 0.4910 -0.1 -0.4 1.1
H -1.5381 -1.7143 2.5543 0.0 0.3 -0.1
C -1.3686 -0.4245 -0.6383 -0.4 -0.2 -0.8
O -2.5298 0.3328 -1.0641 0.8 0.1 -0.7
H -2.3188 0.8427 -1.8724 -0.1 -0.4 0.5
C -0.3456 0.4535 -0.0393 -0.1 1.5 2.8
H -0.9133 -0.9796 -1.4747 -0.3 0.0 -0.1
C 0.0033 1.6669 0.4090 0.0 -0.3 -2.8
Cl 2.1559 1.6140 2.6476 0.1 0.2 0.1
P -1.3078 1.9999 3.0015 -0.9 1.2 0.1
P 1.7910 -1.5613 2.2934 0.2 -0.2 0.6
C -0.6029 2.3472 4.6220 -0.1 -0.1 0.3
H 0.3642 2.8483 4.4721 -0.4 -0.1 0.0
H -0.4486 1.3997 5.1535 -0.1 0.3 0.0
H -1.3068 2.9866 5.1722 0.2 -0.2 0.0
C -1.4737 3.6434 2.2273 0.1 0.1 -0.1
H -1.9686 3.5582 1.2509 0.0 0.0 0.3
H -0.4867 4.0940 2.0725 -0.2 0.0 0.2
H -2.0733 4.2758 2.8989 0.2 -0.1 -0.3
C -3.0296 1.4372 3.0230 -0.1 -0.1 0.3
H -3.1203 0.4577 3.5072 0.0 0.2 0.0
H -3.3807 1.3491 1.9838 0.2 0.1 0.2
H -3.6319 2.1833 3.5599 0.1 -0.3 -0.1
C 2.6627 -1.4080 3.8949 -0.2 0.1 -0.2
H 1.8888 -1.3291 4.6713 0.3 -0.1 -0.1
H 3.2612 -0.4903 3.8831 -0.1 -0.3 0.1
H 3.2999 -2.2882 4.0540 -0.2 0.2 0.0
C 1.0573 -3.2296 2.4020 -0.2 0.1 -0.2
H 0.5887 -3.4757 1.4383 0.1 0.0 0.3
H 0.2928 -3.2122 3.1916 0.2 0.0 -0.2
H 1.8285 -3.9773 2.6421 -0.2 0.3 -0.1
C 3.1131 -1.7412 1.0518 0.0 0.1 -0.1
H 3.5885 -0.7637 0.8951 -0.1 -0.3 0.0
H 2.6709 -2.0864 0.1069 0.2 0.1 0.2
H 3.8623 -2.4707 1.3957 -0.2 0.2 -0.1
P -3.1659 -2.5494 0.2257 1.4 1.6 0.5
C -3.3971 -3.5732 1.6638 -0.2 -0.5 -0.1
C -2.6519 -3.5269 -1.1823 -0.3 -0.3 -0.2
H -3.3788 -3.0090 2.6030 0.0 0.1 -0.1
H -2.6324 -4.3581 1.6851 -0.1 0.2 0.1
H -4.3732 -4.0666 1.5459 0.2 0.1 0.1
H -2.1201 -2.9024 -1.9080 -0.2 -0.1 0.1
H -3.5445 -3.9561 -1.6526 0.3 -0.1 0.0
H -1.9903 -4.3285 -0.8332 -0.1 0.2 -0.1
C -4.6619 -1.6359 -0.1404 -0.4 -0.1 -0.3
H -5.1550 -1.3177 0.7846 0.2 -0.1 -0.1
H -5.3399 -2.2863 -0.7018 0.0 0.1 0.1
H -4.4145 -0.7556 -0.7433 0.0 -0.3 0.2
H 0.0736 2.6395 -0.0510 0.0 0.4 0.3
C -1.3888 -2.5456 6.5723 0.0 0.2 -0.3
S -1.7082 -1.2447 5.3846 -0.3 0.1 1.3
O -2.6936 -1.7933 4.4428 0.3 0.2 -0.3
O -2.1858 -0.0908 6.1502 0.4 -0.6 -0.9
O -0.3786 -1.0163 4.7562 -0.1 0.4 -0.8
H -2.3311 -2.8318 7.0438 0.1 0.1 -0.1
H -0.6820 -2.1632 7.3117 -0.1 -0.1 -0.1
H -0.9563 -3.3897 6.0297 -0.1 0.1 0.1
```
Forces are in eV/Å.

energy relative to the best compared isomer or geometry (same formula, charge and spin) = 13.4 kcal/mol
Kohn-Sham gap (spin up / spin down) = 7.25 / 4.88 eV
E_HOMO (spin up / spin down) = -0.4742 / -0.4757 hartree
molecular weight = 797.107 g/mol
LUMO energy (spin up / spin down) = -5.65 / -8.07 eV
spin multiplicity = 3
calculated total energy = -105559.54200 eV
total charge = +2

Just the Löwdin charges please, in e? Sure, here they are: 1.25 -0.38 -0.07 0.12 -0.05 0.12 -0.03 0.13 -0.05 0.12 -0.07 0.11 -0.35 -0.08 0.11 -0.06 0.12 -0.05 0.13 -0.06 0.12 -0.08 0.12 -0.36 -0.06 0.12 -0.04 0.12 -0.03 0.13 -0.06 0.12 -0.09 0.08 0.95 -0.18 -0.34 0.01 -0.39 -0.04 0.10 -0.21 0.12 -0.26 0.02 0.75 0.75 -0.24 0.03 0.02 0.08 -0.24 0.05 0.05 0.07 -0.21 0.03 0.05 0.07 -0.27 0.03 0.01 0.06 -0.25 0.04 0.04 0.06 -0.26 0.04 0.02 0.06 0.90 -0.15 -0.16 0.05 0.07 0.08 0.04 0.07 0.07 -0.16 0.08 0.07 0.05 0.06 -0.14 0.40 -0.40 -0.35 -0.44 0.07 0.07 0.06